Record 1
Entry from OMol25: C38H50CoN3O3P2 as an isolated structure (ωB97M-V/def2-TZVPD).

```
! RIJCOSX wB97M-V def2-TZVPD def2/J DEFGRID3
* xyz -1 2
Co -0.15328 0.69911 -0.44397
C 2.76678 3.76181 -1.68802
C 2.83650 2.89593 -0.43282
C 2.22500 3.60656 0.77282
P 2.09527 1.20818 -0.62125
C 3.07238 0.45311 -1.99943
C 3.25846 -1.04795 -1.77989
C 2.34706 0.69743 -3.32788
C 2.66179 0.41470 0.89705
C 4.01226 0.20980 1.16938
C 4.44491 -0.54984 2.24023
C 5.90480 -0.75551 2.54004
C 3.44776 -1.16268 3.00203
C 2.10527 -0.95820 2.76234
C 1.65013 -0.09274 1.73819
N 0.32068 0.16698 1.42703
C -0.68712 -0.01255 2.36134
C -0.52735 -0.13099 3.76070
C -1.59812 -0.36956 4.60399
C -2.90778 -0.46724 4.14159
C -4.06386 -0.76001 5.06033
C -3.09446 -0.19805 2.79420
C -2.03642 0.04668 1.93017
P -2.27376 0.88518 0.34933
C -2.90041 2.50173 1.04080
C -3.49726 3.48001 0.03129
C -1.81002 3.16900 1.87967
C -3.77075 0.17386 -0.46205
C -3.70440 -1.35134 -0.45156
C -3.88531 0.66409 -1.90924
H 3.19827 4.74378 -1.47559
H 3.32650 3.32510 -2.51446
H 1.73563 3.92060 -2.00766
H 3.89129 2.68848 -0.21473
H 1.19416 3.88946 0.56181
H 2.23698 2.97168 1.66034
H 2.79175 4.51494 0.99422
H 4.05214 0.94765 -2.01798
H 2.28994 -1.51694 -1.60290
H 3.68962 -1.49833 -2.67737
H 3.90837 -1.26706 -0.93212
H 1.40678 0.14919 -3.35080
H 2.11599 1.74784 -3.50295
H 2.96471 0.34052 -4.15625
H 4.75168 0.63168 0.49296
H 6.52612 -0.38642 1.72311
H 6.20669 -0.22863 3.44902
H 6.13604 -1.81307 2.68502
H 3.73134 -1.85006 3.79362
H 1.39465 -1.54237 3.32275
H 0.44174 0.00054 4.21151
H -1.40227 -0.47410 5.66685
H -3.71028 -1.05108 6.05014
H -4.71182 0.11190 5.18371
H -4.68227 -1.57393 4.67660
H -4.10745 -0.14952 2.40056
H -3.70165 2.18150 1.71789
H -2.78022 3.75768 -0.73934
H -4.39469 3.08195 -0.44079
H -3.78084 4.39800 0.55394
H -0.97212 3.45893 1.24840
H -2.20860 4.06959 2.35460
H -1.44408 2.50536 2.66393
H -4.64127 0.51996 0.10945
H -2.81153 -1.66727 -0.99303
H -3.64721 -1.76544 0.55505
H -4.58146 -1.76774 -0.95451
H -3.82589 1.74471 -2.01264
H -3.08389 0.23527 -2.50411
H -4.83595 0.33266 -2.33513
C -0.34653 -2.29408 -5.51658
C -0.99700 -1.17070 -5.02365
C -1.00796 -0.87832 -3.66935
C -0.34685 -1.68715 -2.72553
C 0.30397 -2.82942 -3.25392
C 0.30176 -3.12089 -4.60574
N -0.28837 -1.37789 -1.37338
C -0.23197 -2.51448 -0.56019
C -1.19179 -3.54211 -0.66316
C -1.18851 -4.63176 0.18862
C -0.21842 -4.76051 1.17825
C 0.76559 -3.78640 1.26408
C 0.76626 -2.69892 0.40253
H -0.34169 -2.51774 -6.57610
H -1.51200 -0.50110 -5.70422
H -1.49516 0.01887 -3.33398
H 0.82395 -3.49280 -2.57327
H 0.82403 -4.00617 -4.95359
H -1.94644 -3.47462 -1.43833
H -1.95626 -5.39051 0.08147
H -0.22327 -5.60805 1.85251
H 1.56090 -3.87931 1.99661
H 1.57498 -1.98805 0.44379
O -0.91888 3.45107 -3.13822
N -0.63912 2.83439 -2.12108
O -0.42272 3.39099 -1.03331
O -0.55417 1.56113 -2.17376
*
```

E_HOMO (alpha / beta): -3.60 / -3.57 eV
HOMO-LUMO gap (alpha / beta): 6.238 / 6.206 eV
Energy above the lowest of the compared OMol25 structures with the same formula, charge and spin: 0.0 kJ/mol

***

Record 2
Entry from OMol25: C47H130N8O17 as an isolated structure at a distorted geometry (ωB97M-V/def2-TZVPD).

```
! RIJCOSX wB97M-V def2-TZVPD def2/J DEFGRID3
* xyz 0 1
C 1.94706 -5.33964 -10.06404
C 1.14818 -5.44579 -11.36749
C 0.31690 -4.19373 -11.62001
O -0.59560 -4.00392 -10.56423
C -1.47981 -2.93470 -10.80346
N 2.04934 -5.60699 -12.52244
H 1.19972 -5.20523 -9.27237
H 2.70174 -4.55921 -10.09722
H 2.34441 -6.30483 -9.73390
H 0.43234 -6.26900 -11.33964
H -0.17385 -4.24941 -12.60211
H 0.93280 -3.29044 -11.77606
H -2.20480 -2.88154 -9.99070
H -1.99545 -2.97651 -11.76584
H -0.94647 -1.97482 -10.75692
H 2.64289 -6.39575 -12.27443
H 2.69833 -4.82541 -12.55664
C -0.22024 -3.10979 -0.55197
C 0.03919 -4.17239 -1.60253
C -0.21274 -5.58091 -1.04980
O -0.18071 -6.47188 -2.16264
C -0.36457 -7.81946 -1.74750
N -0.81218 -3.90928 -2.77459
H 0.20184 -3.40636 0.41297
H -1.28143 -3.07900 -0.27234
H 0.09861 -2.12054 -0.86698
H 1.06876 -4.01595 -1.93651
H -1.22168 -5.56453 -0.62113
H 0.48888 -5.87877 -0.26730
H -1.32238 -8.04702 -1.26725
H 0.41984 -8.12031 -1.05087
H -0.36247 -8.45008 -2.63477
H -0.81151 -4.71127 -3.39443
H -1.78429 -3.80220 -2.48528
C -4.44259 -9.63161 -6.45236
C -3.29607 -8.76662 -7.03352
C -2.49440 -8.14775 -5.90808
O -3.19652 -7.14696 -5.22429
C -2.56677 -6.69929 -4.06312
N -2.43665 -9.59591 -7.87385
H -5.26261 -8.96565 -6.16412
H -4.11762 -10.30123 -5.65828
H -4.95531 -10.21564 -7.22349
H -3.77905 -7.99759 -7.64173
H -1.53945 -7.71716 -6.25378
H -2.13438 -8.95037 -5.24167
H -2.40599 -7.53230 -3.37033
H -3.15428 -5.94130 -3.54858
H -1.57005 -6.26829 -4.19612
H -2.86352 -10.48681 -8.08752
H -1.56611 -9.82607 -7.40043
C -7.74587 -7.68770 -8.59335
C -6.77358 -7.86842 -9.74021
C -7.33621 -8.01953 -11.14023
O -8.15314 -9.17447 -11.14298
C -8.62136 -9.51338 -12.43552
N -5.73214 -6.81113 -9.64247
H -7.28862 -7.63903 -7.60410
H -8.57571 -8.39529 -8.55995
H -8.27422 -6.72755 -8.68951
H -6.27472 -8.83714 -9.55760
H -6.54029 -8.04841 -11.88575
H -7.99387 -7.14838 -11.25356
H -7.86084 -10.07856 -12.98545
H -8.80605 -8.58840 -12.99389
H -9.54411 -10.07717 -12.32142
H -4.85041 -7.15694 -9.99598
H -5.61033 -6.72568 -8.63647
C -0.74466 -6.97534 -11.09493
C 0.14241 -7.95668 -10.33943
C 0.25864 -7.52324 -8.88997
O 0.82031 -8.49274 -8.02823
C 2.18319 -8.74953 -8.25410
N -0.44803 -9.30440 -10.48681
H -0.52057 -5.97890 -10.68170
H -1.77970 -7.06989 -10.77432
H -0.64345 -6.95985 -12.17415
H 1.14806 -7.94760 -10.77421
H -0.74824 -7.34327 -8.49717
H 0.79216 -6.56417 -8.82060
H 2.51847 -9.50582 -7.53900
H 2.79298 -7.87640 -7.99343
H 2.44312 -9.15354 -9.23528
H -1.26206 -9.34275 -9.86691
H 0.20876 -9.88061 -9.95264
C -7.52721 -4.38607 -5.45068
C -6.31309 -5.25237 -5.04753
C -6.73174 -6.61850 -4.52552
O -7.59123 -6.41599 -3.44120
C -8.27335 -7.53672 -2.96663
N -5.53478 -5.38953 -6.28269
H -8.34349 -4.36561 -4.72414
H -8.02083 -4.72076 -6.36918
H -7.22881 -3.36010 -5.67599
H -5.80306 -4.60122 -4.32189
H -5.82487 -7.21177 -4.34853
H -7.21329 -7.11690 -5.37821
H -8.88445 -7.99667 -3.75898
H -9.05963 -7.23096 -2.27435
H -7.63713 -8.30495 -2.52117
H -5.18530 -4.46765 -6.54439
H -4.68699 -5.89032 -6.00633
C -10.03257 1.01181 -6.67119
C -9.78192 -0.37380 -7.26672
C -8.98492 -1.23647 -6.28612
O -7.84305 -0.58678 -5.74361
C -6.77968 -0.35376 -6.64663
N -11.06200 -1.01045 -7.60523
H -10.48735 0.87912 -5.68802
H -10.60343 1.64532 -7.34707
H -9.06743 1.50742 -6.52646
H -9.19801 -0.23841 -8.18058
H -8.76532 -2.23618 -6.66522
H -9.56449 -1.38991 -5.37063
H -7.01185 0.51397 -7.27594
H -6.57712 -1.24849 -7.24210
H -5.88951 -0.10867 -6.06501
H -11.72161 -0.83652 -6.84902
H -11.51519 -0.52102 -8.37079
C 1.68264 -6.50629 -6.00140
C 2.67172 -6.60642 -4.81935
C 3.12219 -5.26382 -4.26637
O 3.64746 -4.51598 -5.34181
C 4.19333 -3.28524 -4.94546
N 2.09963 -7.47852 -3.76086
H 1.57020 -7.49836 -6.43898
H 2.10737 -5.80363 -6.72353
H 0.69743 -6.16061 -5.67761
H 3.51740 -7.22127 -5.14336
H 3.88446 -5.51594 -3.52267
H 2.25818 -4.70970 -3.88550
H 3.51850 -2.71722 -4.29620
H 4.43933 -2.69416 -5.82493
H 5.13309 -3.46064 -4.40463
H 1.39025 -6.95266 -3.22222
H 1.44705 -8.11242 -4.21943
C 1.02872 -2.81461 -7.71008
C 1.42000 -1.36849 -7.42238
C 1.95488 -0.65744 -8.65441
O 0.31039 -0.62253 -6.93460
H 0.55517 -3.31245 -6.86454
H 1.95336 -3.34717 -7.94890
H 0.39788 -2.91368 -8.59665
H 2.16612 -1.33310 -6.62158
H 2.31274 0.36015 -8.51800
H 1.23713 -0.65325 -9.48271
H 2.74083 -1.25437 -9.13158
H 0.06818 -0.92796 -6.04517
C -2.49716 -3.60843 -5.85089
C -2.83288 -3.49782 -7.33824
C -2.96353 -4.86221 -7.98103
O -4.12392 -2.83590 -7.48076
H -2.31842 -2.65375 -5.36451
H -1.58203 -4.21502 -5.81366
H -3.23274 -4.22646 -5.33913
H -2.14761 -2.85929 -7.90251
H -3.14594 -4.80287 -9.05492
H -3.64672 -5.55762 -7.50235
H -1.98630 -5.35930 -7.89474
H -3.94872 -1.92078 -7.19678
C -7.77918 -2.58568 -9.53900
C -7.18061 -3.38026 -10.67412
C -5.73410 -3.78518 -10.44207
O -7.96740 -4.53033 -10.98963
H -8.79017 -2.29103 -9.82895
H -7.12882 -1.77400 -9.22544
H -7.96433 -3.30699 -8.73538
H -7.15831 -2.77988 -11.59120
H -5.07634 -2.94499 -10.70130
H -5.38255 -4.58152 -11.09192
H -5.51878 -3.98374 -9.39236
H -7.50454 -5.26745 -10.57015
C -5.19257 -1.98315 -3.60692
C -4.19575 -2.46488 -2.55337
O -3.90575 -3.85675 -2.76542
O -5.64845 -0.69835 -3.25418
H -6.00691 -2.70640 -3.74670
H -4.70430 -1.95241 -4.59019
H -4.54622 -2.38904 -1.52113
H -3.27505 -1.88545 -2.60467
H -4.75932 -4.30561 -2.77816
H -6.41619 -0.45412 -3.77797
C -0.59903 -0.06095 -3.29857
C 0.69382 -0.75214 -3.66590
O 0.49137 -1.93001 -4.40868
O -1.35755 0.31708 -4.44682
H -0.43753 0.85073 -2.71924
H -1.18077 -0.74860 -2.68188
H 1.32241 -0.96576 -2.78968
H 1.32409 -0.04620 -4.22053
H 0.08830 -2.60344 -3.80577
H -1.15626 1.22860 -4.67174
C -2.55006 0.42612 -8.81407
C -3.05020 0.72519 -7.40361
O -3.08652 -0.41455 -6.55953
O -1.17303 0.64861 -9.00667
H -3.10783 1.11691 -9.44922
H -2.78436 -0.61712 -9.05594
H -4.09012 1.06315 -7.48222
H -2.50348 1.52363 -6.89514
H -2.33853 -0.41346 -5.94543
H -0.68877 0.03848 -8.40968
*
```

E_HOMO: -8.81 eV
HOMO-LUMO gap: 9.183 eV

***

Record 3
Entry from OMol25: C3H2AgFO2 as an isolated structure at a distorted geometry (ωB97M-V/def2-TZVPD).

```
! RIJCOSX wB97M-V def2-TZVPD def2/J DEFGRID3
* xyz -1 2
C 0.54859 0.26447 -1.10489
O -1.38440 0.25333 -0.23184
C -0.18369 -0.40252 0.14209
C -0.67522 0.76001 -1.33952
O -0.18925 -1.43267 0.74984
Ag 1.83542 -2.70436 1.84808
H 1.34556 -0.18400 -1.72897
H -1.07924 1.61742 -1.87583
F 1.69934 2.30710 -2.36851
*
```

E_HOMO (alpha / beta): -3.87 / -3.87 eV
HOMO-LUMO gap (alpha / beta): 7.121 / 5.624 eV
Energy above the lowest of the compared OMol25 structures with the same formula, charge and spin: 165.2 kJ/mol

***

Record 4
Entry from OMol25: a 2-piece molecular cluster, CH3IN2O overall at a distorted geometry (ωB97M-V/def2-TZVPD).

```
! RIJCOSX wB97M-V def2-TZVPD def2/J DEFGRID3
* xyz 0 1
O -1.25946 1.41511 0.60757
N -1.54372 0.80178 -0.37329
I -3.12113 -0.71381 -0.07735
C 1.25720 -0.14569 0.26487
N 0.43895 -0.38308 -0.60243
H 2.23150 -0.62369 0.41259
H 1.03524 0.45645 1.11162
H 0.96141 -0.80707 -1.34358
*
```

E_HOMO (alpha / beta): -9.00 / -9.00 eV
HOMO-LUMO gap (alpha / beta): 8.511 / 8.511 eV
Energy above the lowest of the compared OMol25 structures with the same formula, charge and spin: 267.3 kJ/mol
SMILES string: O=NI.C=N